Entry one
Formula: C4H8N2
Source: the OMol25 dataset
Level of theory: wB97M-V/def2-TZVPD

Output
Gap between HOMO and LUMO   9.0 eV
LUMO   -0.4553 Ha
Net charge   +2

Geometry (Å):
C -0.4608 0.3614 1.6297
C -0.2578 0.5011 -0.3337
C -0.2052 0.8123 -1.7039
C 0.8682 -1.6750 0.4444
N -0.8407 1.2777 0.8166
N 0.1409 -0.4658 0.4730
H -0.5036 0.1699 2.7004
H 0.2818 0.0345 -2.2979
H 0.2912 1.7837 -1.9004
H -1.2065 1.0390 -2.1199
H 1.9274 -1.5006 0.6832
H 0.8072 -2.1492 -0.5364
H 0.4824 -2.3634 1.1990
H -1.3245 2.1743 0.9459

Entry two
Formula: C4H8N2
Source: the OMol25 dataset
Level of theory: wB97M-V/def2-TZVPD

Output
Gap between HOMO and LUMO   8.1 eV
LUMO   -0.4516 Ha
Net charge   +2

Geometry (Å):
C 0.2712 -0.7537 0.0950
C 1.8118 1.0395 0.0038
C -0.9458 -0.0881 -0.3376
C -1.3759 1.0880 0.2321
N 1.0150 0.2147 0.4621
N 0.5758 -1.9842 -0.0463
H 2.1815 1.9207 0.4740
H 2.2277 0.8968 -1.0493
H -1.6038 -0.6096 -0.9716
H -0.8000 1.6875 1.0026
H -2.4802 1.1501 -0.0003
H -1.6558 1.8243 -0.6621
H -0.1474 -2.7333 -0.2481
H 1.4614 -2.3022 0.2685

The most stable arrangement is entry one, and the next structure is 0.0259 hartree less stable.

Entry one
Formula: C2H5OPS
Source: the OMol25 dataset
Level of theory: wB97M-V/def2-TZVPD

Output
Gap between HOMO and LUMO (alpha / beta)   7.3 / 6.5 eV
LUMO (alpha / beta)   -0.0330 / -0.0426 Ha

Geometry (Å):
C -0.1472 0.4572 -0.1191
C -0.4504 -0.9320 -0.2917
O 3.3623 2.0078 1.4325
P 2.8835 0.6401 1.4318
S -2.1112 -1.1145 -1.2691
H 0.2591 1.0264 -0.9348
H -0.6439 1.0098 0.6586
H -0.6441 -1.4784 0.6283
H 0.2347 -1.4695 -0.9410
H -2.7428 -0.1468 -0.5955

Entry two
Formula: C2H5OPS
Source: the OMol25 dataset
Level of theory: wB97M-V/def2-TZVPD

Output
Gap between HOMO and LUMO   7.8 eV
LUMO   -0.0026 Ha

Geometry (Å):
C -0.5799 -1.1950 -0.7406
C 0.8489 0.9732 -0.5565
O -0.5074 0.6796 1.7015
P -0.8754 1.0669 0.1504
S 0.6571 -0.3004 -1.8727
H -0.3192 -1.7539 0.1847
H -1.4778 -1.5027 -1.2657
H 1.2273 2.0225 -0.8804
H 1.4368 0.6882 0.3446
H -1.0497 -0.0023 2.0847

The most stable arrangement is entry two, and the next structure is 0.0397 hartree less stable.

Entry one
Formula: C4H11NS
Source: the OMol25 dataset
Level of theory: wB97M-V/def2-TZVPD

Output
Gap between HOMO and LUMO (alpha / beta)   8.8 / 4.1 eV
LUMO (alpha / beta)   -0.1587 / -0.3300 Ha
Net charge   +1
2S+1   2

Geometry (Å):
C 0.7812 -0.3780 0.1317
C -0.6141 -0.6889 0.1353
C -1.5445 -0.2223 -1.0221
S -2.5888 -1.4863 -1.7701
C 1.1815 1.0709 0.2961
N 1.2220 1.4217 1.7493
H 1.3604 -0.7217 -0.7905
H 1.0734 -0.8855 0.9788
H -1.1183 -0.1101 1.0156
H -0.9556 -1.7661 0.2498
H -0.9421 -0.0229 -1.9131
H -2.1481 0.7674 -0.8999
H -1.6263 -2.3771 -1.4700
H 0.2948 1.4617 -0.3206
H 2.0100 1.3323 -0.2439
H 1.9767 2.1094 1.8063
H 1.6378 0.4953 2.0672

Entry two
Formula: C4H11NS
Source: the OMol25 dataset
Level of theory: wB97M-V/def2-TZVPD

Output
Gap between HOMO and LUMO (alpha / beta)   11.0 / 6.2 eV
LUMO (alpha / beta)   -0.1189 / -0.2933 Ha
Net charge   +1
2S+1   2

Geometry (Å):
C -0.0295 2.6785 0.5931
C -0.5555 1.2586 0.4756
S 0.8112 0.1295 0.8528
H 0.3404 2.8343 1.5888
H -0.8205 3.4024 0.4145
H 0.8488 2.8077 -0.0438
H -0.9442 0.9382 -0.4837
H -1.2771 1.0112 1.2590
C -1.4346 -1.8115 -0.7938
C 0.8503 -1.2162 -0.4726
N -0.1837 -1.3290 -1.3878
H -2.2099 -1.9915 -1.5317
H -1.8305 -1.1135 -0.0455
H -1.2235 -2.7706 -0.3372
H 0.9377 -2.0916 0.1625
H 1.8229 -1.1016 -0.9434
H -0.3102 -0.4412 -1.8598

The most stable arrangement is entry two, and the next structure is 0.0757 hartree less stable.

Entry one
Formula: C5H9N2O2
Source: the OMol25 dataset
Level of theory: wB97M-V/def2-TZVPD

Output
Gap between HOMO and LUMO   11.2 eV
LUMO   -0.1380 Ha
Net charge   +1
SMILES   N#CO[C@H]1COCC[NH2+]1

Geometry (Å):
N -1.3168 -0.5526 2.8475
C -0.4021 0.1281 2.5836
O 0.3811 1.0244 2.0725
C 0.5901 0.7824 0.7093
C 1.2513 -0.5308 0.3893
O 1.4843 -0.5466 -0.9855
C 0.2995 -0.6639 -1.7435
C -0.9654 -0.2054 -1.0131
N -0.7089 0.9133 -0.0394
H 1.2509 1.5477 0.3539
H 2.2047 -0.5291 0.8801
H 0.6778 -1.3884 0.7283
H 0.1491 -1.7046 -1.9909
H 0.3996 -0.1361 -2.6750
H -1.3854 -1.0195 -0.4551
H -1.6827 0.1266 -1.7379
H -1.5058 0.9474 0.6001
H -0.7213 1.8070 -0.5243

Entry two
Formula: C5H9N2O2
Source: the OMol25 dataset
Level of theory: wB97M-V/def2-TZVPD

Output
Gap between HOMO and LUMO (alpha / beta)   9.0 / 9.0 eV
LUMO (alpha / beta)   -0.1687 / -0.1687 Ha
Net charge   +1
SMILES   [NH2+]=CCCC[N+]([O-])=C=O

Geometry (Å):
N -0.3304 -1.9680 0.2253
C 0.1729 -0.9085 0.8541
C 1.3717 -0.1993 0.3886
C 0.9352 1.2858 0.0572
C -0.1021 1.2969 -1.1298
N -1.1890 0.3885 -0.7551
O -1.3896 -0.7473 -1.3988
C -1.6991 0.3126 0.4502
O -2.5338 0.4383 1.2471
H -1.1289 -2.5908 0.5800
H 0.2298 -2.5154 -0.3957
H -0.2177 -0.5411 1.7398
H 1.7589 -0.7313 -0.5914
H 2.0543 -0.3027 1.1583
H 0.4489 1.6832 0.8885
H 1.8238 1.9112 -0.0108
H -0.6207 2.2300 -1.3430
H 0.4157 0.9578 -1.9644

The most stable arrangement is entry one, and the next structure is 0.0899 hartree less stable.

Entry one
Formula: C6H14N3
Source: the OMol25 dataset
Level of theory: wB97M-V/def2-TZVPD

Output
Gap between HOMO and LUMO   9.8 eV
LUMO   -0.1103 Ha
Net charge   +1

Geometry (Å):
C 1.8453 -1.0341 0.2194
C 2.2987 0.1201 -0.4722
C 1.6013 1.4686 0.0201
C 0.5492 1.0928 1.0626
C -2.3043 -0.1929 0.6255
C -0.8703 -0.5520 -1.3487
N 2.2321 -2.1336 0.4488
N 0.1080 -0.2155 0.9968
N -0.9935 -0.6527 0.1647
H 3.3248 0.3533 -0.3264
H 2.2275 -0.1695 -1.4984
H 2.3648 2.0591 0.5473
H 1.2235 2.0708 -0.8265
H 0.8924 1.2275 2.0599
H -0.2156 1.8499 0.8237
H -2.1395 0.4926 1.5488
H -2.7515 0.4759 -0.2166
H -3.0390 -0.9169 0.8189
H -1.3017 0.4503 -1.6484
H 0.0950 -0.8515 -1.8238
H -1.4647 -1.4318 -1.7374
H 1.8082 -2.8955 0.9433
H -1.0486 -1.6782 0.3278

Entry two
Formula: C6H14N3
Source: the OMol25 dataset
Level of theory: wB97M-V/def2-TZVPD

Output
Gap between HOMO and LUMO   10.4 eV
LUMO   -0.1121 Ha
Net charge   +1
SMILES   CC1=C(C)[C@H](N)NC[NH2+]1

Geometry (Å):
C 0.5093 0.7435 -2.2272
C 0.1803 0.1682 -0.8975
C 0.3269 0.7011 0.3137
C 0.8448 1.9701 0.8363
C -0.1397 -0.2729 1.4568
N 0.8966 -1.1158 1.7973
N -1.3708 -1.0779 1.1533
C -1.7042 -1.0671 -0.1930
N -0.4356 -1.0733 -1.0712
H 1.4574 0.2789 -2.6239
H 0.6726 1.7618 -2.3632
H -0.3893 0.5225 -2.9345
H 1.6418 2.3289 0.1146
H 1.1980 2.0769 1.8416
H 0.0515 2.7224 0.7873
H -0.4745 0.4472 2.1777
H 1.1435 -1.0856 2.7449
H 1.8277 -0.9363 1.3259
H -1.3605 -1.9863 1.5085
H -2.2076 -1.9415 -0.4493
H -2.2079 -0.0986 -0.5547
H -0.7077 -1.2028 -1.9664
H 0.2474 -1.8634 -0.7771

The most stable arrangement is entry two, and the next structure is 0.0960 hartree less stable.

Entry one
Formula: C4H12NOS
Source: the OMol25 dataset
Level of theory: wB97M-V/def2-TZVPD

Output
Gap between HOMO and LUMO   5.7 eV
LUMO   0.1223 Ha
Net charge   -1

Geometry (Å):
C 1.3023 0.9911 0.4842
C 0.9669 2.2912 -0.2264
S 2.4261 2.8753 -1.1991
C 0.0708 0.1924 1.0184
N -0.0927 -1.1033 0.3683
C -0.6059 -0.9812 -1.0155
H 1.9326 0.3903 -0.1754
H 1.9348 1.2449 1.3407
H 0.8315 3.1335 0.4662
H 0.0293 2.2871 -0.7814
H 0.0255 0.0629 2.1036
H -0.7896 0.8410 0.8198
H 0.7778 -1.6136 0.3527
H -0.8246 0.0769 -1.1591
H -1.2873 -1.7513 -1.3079
H 0.1682 -1.1157 -1.7763
H -2.7683 -2.6720 -0.3838
H -1.8908 -2.1791 0.7357
O -2.2066 -2.9705 0.3353

Entry two
Formula: C4H12NOS
Source: the OMol25 dataset
Level of theory: wB97M-V/def2-TZVPD

Output
Gap between HOMO and LUMO   6.2 eV
LUMO   0.1321 Ha
Net charge   -1

Geometry (Å):
C -1.9839 2.2824 -0.2127
N -1.7357 0.8577 -0.1680
C -0.3706 0.4173 -0.4409
C -0.3187 -1.1126 -0.3226
S 1.3759 -1.8146 -0.1556
C 0.1656 0.7934 -1.8218
H -1.7123 2.7875 -1.1569
H -1.4229 2.7675 0.5906
H -3.0466 2.4916 -0.0771
H -2.4639 0.3768 -0.6839
H 0.2345 0.8513 0.3555
H -0.9351 -1.5041 -1.1455
H -0.8263 -1.4626 0.5794
H 0.3373 1.8619 -1.9635
H 1.1275 0.2849 -1.9105
H -0.5132 0.4075 -2.5832
H 1.9142 0.0118 2.0300
H 0.5729 0.2600 2.4874
O 1.4521 0.1400 2.8502

The most stable arrangement is entry two, and the next structure is 0.0337 hartree less stable.